[1]
Computed, not measured: a structure of composition C33H35FN5O6S2Sr in a non-equilibrium geometry, with ωB97M-V/def2-TZVPD.

Cartesian coordinates (Å):
Sr (0.334, -0.469, -0.290)
O (5.760, -0.445, -3.574)
C (4.601, -0.545, -2.871)
C (4.580, -0.933, -1.533)
C (3.362, -0.944, -0.870)
N (2.241, -0.616, -1.476)
C (2.232, -0.327, -2.763)
C (3.395, -0.249, -3.508)
C (0.835, -0.172, -3.331)
O (0.672, 0.197, -4.479)
O (-0.076, -0.493, -2.492)
C (3.149, -1.413, 0.571)
O (4.116, -1.824, 1.203)
O (1.954, -1.351, 0.958)
H (6.502, -0.700, -3.010)
H (5.471, -1.224, -0.994)
H (3.357, 0.009, -4.553)
C (-2.165, 3.912, -1.102)
C (-0.647, 3.909, -1.312)
C (-0.231, 2.721, -2.169)
C (0.143, 4.017, -0.020)
C (0.771, 5.239, 0.191)
C (1.523, 5.490, 1.318)
C (1.662, 4.486, 2.253)
C (1.045, 3.250, 2.102)
C (1.287, 2.270, 3.237)
C (0.027, 1.892, 4.023)
C (2.027, 1.022, 2.773)
C (0.278, 2.991, 0.943)
N (-0.372, 1.751, 0.772)
C (-1.617, 1.669, 1.235)
C (-2.305, 2.714, 1.922)
C (-3.578, 2.554, 2.405)
C (-4.272, 1.358, 2.264)
C (-3.653, 0.315, 1.590)
C (-2.386, 0.495, 1.092)
F (-1.810, -0.575, 0.388)
H (-2.662, 4.050, -2.062)
H (-2.453, 4.727, -0.438)
H (-2.505, 2.972, -0.677)
H (-0.410, 4.814, -1.887)
H (-0.582, 1.794, -1.730)
H (0.851, 2.679, -2.277)
H (-0.669, 2.798, -3.161)
H (0.653, 6.023, -0.545)
H (1.990, 6.452, 1.472)
H (2.254, 4.669, 3.140)
H (1.950, 2.787, 3.946)
H (-0.608, 1.217, 3.456)
H (-0.547, 2.782, 4.276)
H (0.313, 1.392, 4.949)
H (1.374, 0.373, 2.198)
H (2.396, 0.459, 3.628)
H (2.879, 1.282, 2.149)
H (-1.799, 3.657, 2.059)
H (-4.052, 3.384, 2.911)
H (-5.268, 1.246, 2.661)
H (-4.154, -0.632, 1.441)
S (1.387, -4.120, -2.460)
C (-0.214, -4.444, -2.165)
N (-1.205, -3.831, -2.822)
C (-2.591, -4.062, -2.496)
C (-2.717, -4.393, -1.013)
C (-1.850, -5.614, -0.721)
N (-0.536, -5.438, -1.302)
H (-0.967, -3.003, -3.348)
H (-2.974, -4.897, -3.097)
H (-3.154, -3.165, -2.745)
H (-3.755, -4.600, -0.753)
H (-2.354, -3.543, -0.429)
H (-2.312, -6.518, -1.147)
H (-1.738, -5.769, 0.358)
H (0.248, -5.823, -0.801)
O (-2.315, -1.156, -3.358)
C (-1.874, -0.115, -3.103)
S (-0.102, -3.685, 3.434)
C (1.100, -4.131, 2.288)
C (0.760, -3.691, 1.052)
N (-0.419, -3.023, 0.989)
C (-0.977, -2.936, 2.146)
H (1.980, -4.654, 2.598)
H (1.350, -3.828, 0.162)
H (-1.928, -2.472, 2.334)

Charge: -1
F_max in eV/A: 2.78
HOMO energy in eV: -4.4
Gap between HOMO and LUMO in Eh: 0.2413

Need the Mulliken charges? In units of e they are: atom 1 (Sr): 2.42, atom 2 (O): -0.57, atom 3 (C): 1.15, atom 4 (C): -0.74, atom 5 (C): -0.28, atom 6 (N): 0.06, atom 7 (C): -0.24, atom 8 (C): -0.87, atom 9 (C): 0.00, atom 10 (O): -0.76, atom 11 (O): 0.15, atom 12 (C): -0.12, atom 13 (O): -0.83, atom 14 (O): -0.36, atom 15 (H): 0.30, atom 16 (H): 0.45, atom 17 (H): 0.59, atom 18 (C): -1.44, atom 19 (C): 0.71, atom 20 (C): -1.02, atom 21 (C): 0.88, atom 22 (C): -1.19, atom 23 (C): -1.43, atom 24 (C): -1.20, atom 25 (C): 1.29, atom 26 (C): 0.67, atom 27 (C): -1.47, atom 28 (C): -1.24, atom 29 (C): -1.47, atom 30 (N): 1.41, atom 31 (C): -0.26, atom 32 (C): -0.09, atom 33 (C): -0.93, atom 34 (C): -0.77, atom 35 (C): -0.89, atom 36 (C): 0.11, atom 37 (F): 0.23, atom 38 (H): 0.54, atom 39 (H): 0.37, atom 40 (H): 0.03, atom 41 (H): 0.65, atom 42 (H): -0.25, atom 43 (H): 0.36, atom 44 (H): 0.44, atom 45 (H): 0.39, atom 46 (H): 0.35, atom 47 (H): 0.37, atom 48 (H): 0.66, atom 49 (H): 0.00, atom 50 (H): 0.38, atom 51 (H): 0.53, atom 52 (H): -0.12, atom 53 (H): 0.49, atom 54 (H): 0.36, atom 55 (H): 0.53, atom 56 (H): 0.40, atom 57 (H): 0.36, atom 58 (H): 0.46, atom 59 (S): -0.46, atom 60 (C): 0.32, atom 61 (N): -0.12, atom 62 (C): -0.78, atom 63 (C): 0.05, atom 64 (C): -0.78, atom 65 (N): -0.18, atom 66 (H): 0.21, atom 67 (H): 0.35, atom 68 (H): 0.41, atom 69 (H): 0.46, atom 70 (H): -0.32, atom 71 (H): 0.39, atom 72 (H): 0.33, atom 73 (H): 0.31, atom 74 (O): -0.37, atom 75 (C): -0.27, atom 76 (S): -0.21, atom 77 (C): -0.38, atom 78 (C): -0.87, atom 79 (N): 0.96, atom 80 (C): -0.61, atom 81 (H): 0.45, atom 82 (H): 0.28, atom 83 (H): 0.30

---

[2]
Computed, not measured: the ion C5H11N4S with charge +1 in a non-equilibrium geometry, with ωB97M-V/def2-TZVPD.

Cartesian coordinates (Å):
C (0.332, 1.735, -0.304)
C (-0.742, -0.898, -1.789)
C (0.638, -1.760, 0.188)
C (-1.085, -0.002, -0.640)
C (-0.034, -0.368, 0.505)
N (-0.762, 1.391, -0.857)
N (0.811, 0.764, 0.602)
N (1.000, 2.873, -0.445)
N (-0.661, -0.556, 1.907)
S (0.987, -1.473, -1.698)
H (-1.478, -1.659, -1.862)
H (-0.747, -0.369, -2.765)
H (1.538, -2.034, 0.636)
H (-0.130, -2.591, 0.357)
H (-2.117, -0.182, -0.215)
H (1.734, 0.786, 0.895)
H (0.778, 3.414, -1.371)
H (1.914, 2.798, 0.038)
H (-1.175, 0.131, 2.343)
H (0.230, -0.495, 2.422)
H (-1.030, -1.505, 2.054)

SMILES: NC1=N[C@H]2CSC[C@@]2([NH3+])N1
Charge: +1
F_max in eV/A: 3.96
HOMO energy in eV: -12.5
Gap between HOMO and LUMO in Eh: 0.3283

Need the Mulliken charges? In units of e they are: atom 1 (C): 0.32, atom 2 (C): -1.02, atom 3 (C): -0.99, atom 4 (C): 0.38, atom 5 (C): 0.13, atom 6 (N): -0.76, atom 7 (N): -0.34, atom 8 (N): -0.42, atom 9 (N): -0.18, atom 10 (S): -0.09, atom 11 (H): 0.41, atom 12 (H): 0.47, atom 13 (H): 0.48, atom 14 (H): 0.42, atom 15 (H): 0.36, atom 16 (H): 0.20, atom 17 (H): 0.33, atom 18 (H): 0.23, atom 19 (H): 0.29, atom 20 (H): 0.40, atom 21 (H): 0.39

---

[3]
Computed, not measured: a cluster of 2 separate species, C7H19BO6P in total in a non-equilibrium geometry, with ωB97M-V/def2-TZVPD.

Cartesian coordinates (Å):
C (3.937, -1.473, -0.248)
O (2.999, -0.710, 0.467)
C (3.026, 0.685, 0.167)
C (1.740, 1.116, -0.526)
C (0.525, 1.315, 0.404)
P (-0.685, -0.146, 0.486)
C (-2.055, -1.719, 0.690)
C (-1.383, -3.007, 0.785)
O (-1.240, -3.683, 1.789)
O (-0.823, -3.427, -0.414)
B (-1.337, 0.088, -1.320)
O (-2.294, 0.966, -1.641)
O (-0.726, -0.713, -2.314)
H (4.095, -2.393, 0.321)
H (4.913, -0.976, -0.311)
H (3.573, -1.742, -1.246)
H (3.854, 0.878, -0.530)
H (3.238, 1.273, 1.065)
H (1.557, 0.412, -1.348)
H (1.955, 2.082, -1.001)
H (0.900, 1.476, 1.426)
H (-0.022, 2.223, 0.140)
H (-1.381, 0.500, 1.513)
H (0.335, -1.046, 0.863)
H (-2.703, -1.560, 1.550)
H (-2.701, -1.713, -0.196)
H (-0.868, -4.390, -0.436)
H (-2.177, 1.209, -2.570)
H (-1.141, -1.580, -2.362)
C (-3.004, 3.194, 0.946)
O (-2.216, 2.367, 0.239)
H (-2.504, 3.805, 1.754)
H (-3.539, 3.985, 0.350)
H (-3.848, 2.706, 1.509)

Charge: -1
F_max in eV/A: 1.79
HOMO energy in eV: -2.5
Gap between HOMO and LUMO in Eh: 0.1971

Need the Mulliken charges? In units of e they are: atom 1 (C): -0.74, atom 2 (O): -0.27, atom 3 (C): -0.68, atom 4 (C): -0.36, atom 5 (C): -1.34, atom 6 (P): 0.75, atom 7 (C): -1.04, atom 8 (C): 0.47, atom 9 (O): -0.63, atom 10 (O): -0.41, atom 11 (B): 0.68, atom 12 (O): -0.36, atom 13 (O): -0.57, atom 14 (H): 0.25, atom 15 (H): 0.34, atom 16 (H): 0.26, atom 17 (H): 0.45, atom 18 (H): 0.33, atom 19 (H): 0.17, atom 20 (H): 0.34, atom 21 (H): 0.47, atom 22 (H): 0.54, atom 23 (H): -0.13, atom 24 (H): -0.16, atom 25 (H): 0.37, atom 26 (H): 0.38, atom 27 (H): 0.29, atom 28 (H): 0.26, atom 29 (H): 0.26, atom 30 (C): -0.99, atom 31 (O): -0.58, atom 32 (H): 0.23, atom 33 (H): 0.20, atom 34 (H): 0.22

---

[4]
Computed, not measured: a structure of composition C14H26BCl11KN5O8 in a non-equilibrium geometry, with ωB97M-V/def2-TZVPD.

Cartesian coordinates (Å):
C (5.697, -2.545, -0.756)
C (6.005, -1.745, -2.025)
C (4.891, -0.755, -2.378)
N (3.629, -1.471, -2.616)
C (2.560, -1.339, -1.715)
O (2.607, -0.280, -0.737)
C (1.317, -0.155, -0.351)
O (0.917, -0.016, 0.767)
O (0.552, -0.212, -1.449)
C (1.186, -1.138, -2.434)
N (1.261, -0.390, -3.676)
C (1.807, 0.700, -3.518)
O (2.343, 1.679, -3.253)
B (0.110, -2.343, -2.508)
O (-1.220, -1.958, -2.626)
N (0.421, -3.750, -2.418)
C (0.242, -4.324, -1.081)
C (1.705, -4.137, -3.013)
H (5.342, -1.855, 0.009)
H (4.938, -3.299, -0.956)
H (6.604, -3.025, -0.392)
H (6.970, -1.243, -1.991)
H (6.033, -2.441, -2.865)
H (4.813, 0.066, -1.668)
H (5.184, -0.293, -3.330)
H (3.334, -1.459, -3.580)
H (2.372, -2.243, -1.099)
H (-1.575, -1.798, -1.741)
H (-0.160, -5.334, -1.170)
H (1.200, -4.344, -0.553)
H (-0.493, -3.738, -0.531)
H (1.875, -3.641, -3.962)
H (1.695, -5.218, -3.158)
H (2.532, -3.943, -2.321)
C (-2.762, 1.355, -1.041)
Cl (-3.506, 0.565, -2.419)
Cl (-3.921, 2.511, -0.336)
Cl (-2.354, 0.151, 0.192)
Cl (-1.316, 2.218, -1.547)
O (5.154, 1.078, -4.763)
H (4.266, 1.188, -4.415)
C (-3.449, 5.521, 2.780)
O (-4.785, 5.253, 2.363)
H (-3.493, 6.302, 3.535)
H (-2.991, 4.628, 3.216)
H (-2.842, 5.869, 1.940)
H (-4.745, 4.563, 1.696)
C (-6.050, -0.682, 1.863)
O (-5.471, -1.593, 1.299)
N (-7.184, -0.883, 2.606)
N (-5.614, 0.613, 1.802)
H (-7.677, -0.149, 3.076)
H (-7.529, -1.822, 2.668)
H (-4.789, 0.795, 1.261)
H (-6.073, 1.376, 2.263)
C (3.200, -1.425, 2.843)
Cl (4.186, -0.232, 2.046)
Cl (3.194, -2.951, 1.986)
Cl (3.767, -1.665, 4.534)
H (2.178, -1.052, 2.866)
C (-5.670, 7.884, 5.403)
Cl (-3.912, 8.087, 5.399)
Cl (-6.388, 9.013, 6.554)
Cl (-6.298, 8.199, 3.788)
Cl (-6.063, 6.227, 5.877)
K (1.406, -0.726, 5.015)

F_max in eV/A: 2.19
HOMO energy in eV: -4.5
Gap between HOMO and LUMO in Eh: 0.0761

Need the Mulliken charges? In units of e they are: atom 1 (C): -0.51, atom 2 (C): -0.92, atom 3 (C): -0.62, atom 4 (N): 0.18, atom 5 (C): -0.25, atom 6 (O): -0.36, atom 7 (C): 0.36, atom 8 (O): -0.61, atom 9 (O): -0.13, atom 10 (C): 0.96, atom 11 (N): -0.77, atom 12 (C): 0.61, atom 13 (O): -0.36, atom 14 (B): 0.20, atom 15 (O): -0.46, atom 16 (N): -0.06, atom 17 (C): -0.95, atom 18 (C): -0.76, atom 19 (H): -0.08, atom 20 (H): 0.06, atom 21 (H): 0.45, atom 22 (H): 0.40, atom 23 (H): 0.30, atom 24 (H): 0.28, atom 25 (H): 0.62, atom 26 (H): 0.40, atom 27 (H): 0.25, atom 28 (H): 0.20, atom 29 (H): 0.30, atom 30 (H): 0.24, atom 31 (H): 0.33, atom 32 (H): 0.31, atom 33 (H): 0.33, atom 34 (H): 0.15, atom 35 (C): 0.38, atom 36 (Cl): -0.07, atom 37 (Cl): -0.14, atom 38 (Cl): -0.10, atom 39 (Cl): -0.08, atom 40 (O): -1.13, atom 41 (H): 0.15, atom 42 (C): -0.05, atom 43 (O): -0.43, atom 44 (H): -0.22, atom 45 (H): 0.24, atom 46 (H): 0.29, atom 47 (H): 0.22, atom 48 (C): 0.63, atom 49 (O): -0.62, atom 50 (N): -0.39, atom 51 (N): -0.21, atom 52 (H): 0.15, atom 53 (H): 0.23, atom 54 (H): 0.07, atom 55 (H): 0.13, atom 56 (C): 0.53, atom 57 (Cl): -0.07, atom 58 (Cl): -0.10, atom 59 (Cl): -0.27, atom 60 (H): -0.12, atom 61 (C): 0.35, atom 62 (Cl): -0.14, atom 63 (Cl): -0.10, atom 64 (Cl): -0.07, atom 65 (Cl): -0.09, atom 66 (K): 0.95

---

- What is the gap between HOMO and LUMO in the fourth record?
  0.0761 Eh

---

- Which of these has the lowest F_max?
  C7H19BO6P

---

- Look up the F_max of the third one.
  1.79 eV/A

---

- Number 2 is which compound?
  C5H11N4S